Entry 1:
The following is a quantum chemistry calculation of a 5-piece molecular cluster, C34H52F14O19PS overall in a non-equilibrium geometry, from the Open Molecules 2025 dataset.

* total charge: -1
* LUMO: 1.96 eV
* calculated total energy: -4893.98178 Eh
* HOMO-LUMO gap: 7.63 eV

```
121
Properties=species:S:1:pos:R:3:lowdin_charge:R:1
C 4.295 -2.360 -3.037 0.028
C 3.401 -2.189 -2.210 -0.174
P 2.179 -1.819 -0.790 0.611
C 3.414 -0.930 0.315 -0.182
C 4.860 -1.316 0.144 -0.214
O 5.529 -0.423 -0.786 -0.026
C 6.860 -0.541 -0.661 -0.538
C 7.501 -1.806 -1.172 0.017
O 7.541 0.345 -0.181 0.089
C 1.639 -0.254 -1.760 -0.237
C 1.065 0.893 -0.912 -0.126
C -0.407 1.153 -1.132 -0.472
F -1.089 0.038 -0.888 0.120
F -0.791 2.035 -0.167 0.090
C -0.744 1.848 -2.497 -0.448
F -1.259 3.042 -2.261 0.127
F 0.371 2.075 -3.152 0.145
S -1.941 0.923 -3.648 0.752
F -2.691 2.267 -4.047 -0.151
F -2.953 0.702 -2.482 -0.104
F -1.208 -0.431 -3.380 -0.121
F -1.002 1.157 -4.908 -0.138
F -2.931 0.146 -4.601 -0.122
O 0.888 -1.723 0.402 -0.221
C 0.508 -3.004 0.673 -0.368
C -0.592 -3.056 1.744 0.002
C -1.916 -3.081 1.035 -0.417
O -2.547 -2.060 0.877 0.129
O -2.406 -4.300 0.584 0.095
C -2.394 -4.457 -0.802 -0.457
C -2.732 -3.299 -1.699 0.033
O -2.150 -5.552 -1.253 0.116
C 1.853 -3.721 0.951 -0.275
C 1.875 -5.194 1.263 -0.410
F 3.152 -5.509 1.566 0.132
F 1.147 -5.495 2.343 0.139
C 1.455 -6.158 0.129 -0.582
F 0.135 -6.240 0.099 0.178
F 1.914 -5.824 -1.044 0.218
F 1.912 -7.383 0.411 0.159
O 2.682 -3.356 -0.078 -0.228
H 4.961 -2.780 -3.734 -0.008
H 1.229 -2.553 -1.608 0.056
H 3.363 0.154 0.266 0.094
H 3.152 -1.199 1.333 0.087
H 5.004 -2.355 -0.130 0.104
H 5.356 -1.172 1.107 0.125
H 6.781 -2.588 -1.374 0.068
H 8.257 -2.109 -0.466 0.082
H 8.009 -1.552 -2.095 0.088
H 2.536 0.126 -2.232 0.073
H 0.989 -0.576 -2.564 0.066
H 1.131 0.706 0.152 0.113
H 1.628 1.803 -1.074 0.123
H 0.086 -3.552 -0.185 0.130
H -0.470 -3.870 2.450 0.123
H -0.571 -2.133 2.301 0.131
H -3.155 -3.735 -2.592 0.092
H -1.852 -2.750 -2.006 0.088
H -3.485 -2.644 -1.288 0.073
H 2.191 -3.272 1.903 0.166
C -2.664 5.455 -4.626 -0.063
C -4.130 5.677 -4.923 -0.202
O -4.796 6.365 -3.852 0.043
C -4.578 7.674 -3.788 -0.616
O -3.911 8.326 -4.547 0.121
O -5.239 8.151 -2.730 0.004
C -5.031 9.542 -2.492 -0.046
H -2.542 4.942 -3.672 0.068
H -2.203 4.853 -5.409 0.085
H -2.127 6.401 -4.559 0.077
H -4.637 4.718 -5.014 0.122
H -4.275 6.215 -5.860 0.122
H -5.246 10.130 -3.382 0.093
H -4.007 9.718 -2.165 0.098
H -5.714 9.830 -1.698 0.091
C -9.747 -1.472 -3.195 -0.068
C -8.788 -2.611 -3.477 -0.217
O -7.565 -2.468 -2.746 0.038
C -7.630 -2.793 -1.454 -0.614
O -8.601 -3.208 -0.876 0.120
O -6.432 -2.583 -0.918 0.006
C -6.361 -2.818 0.492 -0.024
H -9.263 -0.513 -3.384 0.081
H -10.630 -1.554 -3.829 0.077
H -10.068 -1.478 -2.155 0.073
H -8.502 -2.604 -4.527 0.121
H -9.241 -3.579 -3.264 0.122
H -6.722 -3.813 0.742 0.098
H -6.932 -2.061 1.027 0.100
H -5.312 -2.736 0.767 0.081
C -2.781 4.747 2.747 -0.065
C -1.822 3.629 2.397 -0.208
O -0.657 3.651 3.238 0.047
C -0.826 3.175 4.465 -0.614
O -1.840 2.719 4.923 0.121
O 0.337 3.286 5.114 0.005
C 0.283 2.876 6.479 -0.048
H -2.270 5.710 2.720 0.080
H -3.613 4.767 2.043 0.080
H -3.185 4.620 3.752 0.072
H -1.457 3.760 1.382 0.109
H -2.303 2.653 2.447 0.128
H -0.117 1.869 6.571 0.095
H -0.318 3.575 7.059 0.096
H 1.305 2.890 6.850 0.091
C 8.284 -2.309 6.752 -0.069
C 8.271 -2.740 5.300 -0.217
O 7.537 -1.824 4.481 0.037
C 8.172 -0.691 4.176 -0.615
O 9.291 -0.396 4.509 0.117
O 7.354 0.050 3.439 0.008
C 7.867 1.338 3.088 -0.039
H 7.266 -2.159 7.113 0.081
H 8.770 -3.066 7.368 0.077
H 8.819 -1.368 6.877 0.072
H 7.758 -3.695 5.201 0.122
H 9.281 -2.866 4.909 0.122
H 8.840 1.256 2.610 0.096
H 7.928 1.969 3.974 0.095
H 7.166 1.774 2.384 0.092
```

***

Entry 2:
The following is a quantum chemistry calculation of one molecule with the formula C4H2O2, from the Open Molecules 2025 dataset.

* LUMO: -1.68 eV
* calculated total energy: -303.93021 Eh
* HOMO-LUMO gap: 9.02 eV
* energy above the lowest of the compared OMol25 structures with the same formula, charge and spin: 49.9 kcal/mol

```
8
Properties=species:S:1:pos:R:3:lowdin_charge:R:1
O 0.837 -1.543 -0.748 0.070
C 1.036 -0.355 -0.692 -0.236
C 0.556 1.762 0.384 0.330
C 0.139 0.551 0.110 -0.293
C -1.166 -0.029 0.612 -0.211
O -2.002 0.586 1.218 0.078
H 1.870 0.124 -1.229 0.130
H -1.271 -1.096 0.346 0.132
```

***

Entry 3:
The following is a quantum chemistry calculation of a 3-piece molecular cluster, C12H16Br4ClF5N6O4PS2 overall in a non-equilibrium geometry, from the Open Molecules 2025 dataset.

* total charge: +1
* LUMO: -4.76 eV
* calculated total energy: -13489.31182 Eh
* HOMO-LUMO gap: 7.10 eV

```
51
Properties=species:S:1:pos:R:3:lowdin_charge:R:1
O 2.709 0.809 0.048 -0.259
S 1.361 1.232 0.374 0.776
O 1.409 1.719 1.728 -0.221
N 0.905 2.253 -0.884 -0.057
N 1.296 1.839 -2.132 0.052
C 0.951 2.720 -3.116 -0.364
P 1.377 2.468 -4.938 0.647
O 0.065 3.085 -5.754 -0.323
Cl 1.307 0.403 -5.337 0.218
N 0.276 3.760 -2.503 0.160
C 0.254 3.462 -1.153 -0.282
N -0.309 4.233 -0.255 0.108
C -0.497 4.100 1.192 -0.188
C -1.501 2.908 1.454 -0.469
S -1.488 2.265 3.167 0.972
C -2.633 0.864 2.998 -0.621
N -3.700 1.023 2.219 0.036
N -4.360 -0.163 2.300 0.044
C -3.683 -0.983 3.075 -0.132
O -2.551 -0.360 3.562 0.035
C 0.422 -0.407 0.408 -0.379
F 0.937 -1.106 -0.656 0.066
F -0.899 -0.277 0.163 0.133
C 0.770 -1.271 1.684 -0.519
F 2.100 -1.464 1.810 0.179
F 0.289 -0.772 2.826 0.180
F 0.216 -2.494 1.489 0.171
H 1.826 0.986 -2.354 0.082
H -0.717 2.874 -5.202 0.065
H -0.692 5.091 -0.661 0.182
H 0.438 4.068 1.799 0.124
H -1.031 5.010 1.567 0.141
H -2.527 3.322 1.278 0.092
H -1.346 2.148 0.653 0.058
H -4.058 -1.999 3.276 0.090
Br 7.200 -0.401 -2.198 0.626
C 6.005 -1.500 -1.124 -0.692
C 5.032 -2.257 -1.988 -0.652
Br 3.604 -1.096 -2.633 0.641
H 5.519 -0.837 -0.411 0.047
H 6.656 -2.190 -0.588 0.064
H 4.528 -3.032 -1.411 0.063
H 5.493 -2.706 -2.864 0.058
Br -4.845 -4.849 3.144 0.632
C -3.837 -5.319 1.543 -0.681
C -3.610 -4.118 0.661 -0.710
Br -5.217 -3.649 -0.331 0.620
H -4.385 -6.116 1.048 0.055
H -2.888 -5.708 1.910 0.058
H -2.861 -4.338 -0.099 0.056
H -3.310 -3.231 1.214 0.019
```

***

Entry 4:
The following is a quantum chemistry calculation of an isolated ion of composition C5H11NO2 and charge +1 in a non-equilibrium geometry, from the Open Molecules 2025 dataset.

* total charge: +1
* LUMO (alpha / beta): -4.82 / -9.58 eV
* calculated total energy: -401.94615 Eh
* HOMO-LUMO gap (alpha / beta): 9.83 / 4.99 eV
* energy above the lowest of the compared OMol25 structures with the same formula, charge and spin: 68.4 kcal/mol
* 2S+1: 2

```
19
Properties=species:S:1:pos:R:3:lowdin_spin:R:1
O -3.457 -0.188 0.099 0.607
C -2.402 0.137 -0.439 0.039
N -1.257 -0.224 0.152 0.228
C -0.042 0.442 -0.354 0.030
C 1.228 -0.218 0.339 0.020
C 1.376 0.230 1.802 0.002
O 0.995 -1.567 0.163 0.005
C 0.070 0.164 -1.836 0.015
H -2.377 0.514 -1.385 0.019
H -1.408 -0.380 1.140 0.004
H -0.047 1.573 -0.050 0.017
H 2.184 0.050 -0.321 0.001
H 1.091 -0.652 2.467 0.000
H 0.871 1.168 2.122 0.001
H 2.444 0.595 2.087 0.001
H 0.252 -1.901 0.655 0.002
H 1.083 0.083 -2.217 0.007
H -0.282 -0.852 -2.097 0.001
H -0.322 1.028 -2.325 0.002
```

***

Entry 5:
The following is a quantum chemistry calculation of one molecule with the formula C6H11NS in a non-equilibrium geometry, from the Open Molecules 2025 dataset.

* SMILES: CC(=S)CN1CCC1
* LUMO: -0.53 eV
* calculated total energy: -687.97539 Eh
* HOMO-LUMO gap: 7.88 eV
* energy above the lowest of the compared OMol25 structures with the same formula, charge and spin: 109.1 kcal/mol

```
19
Properties=species:S:1:pos:R:3:lowdin_charge:R:1
C -2.073 -1.583 -0.411 -0.161
C -1.839 -0.686 0.754 -0.776
C -0.394 -0.417 1.091 -0.226
C 0.387 1.191 -0.799 -0.253
C 1.870 1.323 -0.846 -0.099
C 1.877 0.131 0.239 -0.189
H -1.647 -2.747 -0.232 0.139
H -1.110 -1.290 -1.050 0.100
H -3.315 -1.540 -0.745 0.148
H 0.383 -1.141 1.598 0.160
H -0.492 0.466 1.747 0.066
H -0.302 1.990 -0.135 0.163
H -0.157 1.016 -1.843 0.139
H 2.336 2.094 -0.219 0.109
H 2.202 1.135 -1.787 0.066
H 2.299 0.457 1.205 0.106
H 2.467 -0.816 0.007 0.120
N 0.503 0.043 -0.054 -0.245
S -2.995 0.374 1.480 0.633
```

***

Entry 6:
The following is a quantum chemistry calculation of C36H29BrN3O4PPd as an isolated structure, from the Open Molecules 2025 dataset.

* LUMO (alpha / beta): 0.23 / -1.49 eV
* calculated total energy: -4897.62242 Eh
* HOMO-LUMO gap (alpha / beta): 7.62 / 7.12 eV
* energy above the lowest of the compared OMol25 structures with the same formula, charge and spin: 5.8 kcal/mol
* 2S+1: 5

```
75
Properties=species:S:1:pos:R:3:lowdin_spin:R:1
Pd -0.285 0.551 1.077 1.616
C -3.377 0.224 4.220 0.014
C -1.997 0.206 3.612 0.069
O -1.773 1.041 2.721 0.176
C -1.048 -0.731 4.157 0.157
C 0.294 -0.805 3.877 0.009
C 1.210 -1.663 4.693 -0.006
N 0.813 -0.074 2.860 0.343
N 2.125 -0.010 2.796 0.238
C 2.534 0.804 1.783 0.088
O 1.768 1.461 1.047 0.193
C 4.002 0.898 1.576 0.006
C 4.482 1.741 0.576 0.010
C 5.844 1.837 0.342 0.000
C 6.732 1.089 1.104 0.012
C 6.257 0.249 2.101 -0.001
C 4.896 0.152 2.340 0.013
H -4.110 0.261 3.415 0.001
H -3.487 1.136 4.811 0.002
H -3.566 -0.636 4.857 0.001
H -1.417 -1.371 4.947 0.009
H 0.642 -2.254 5.408 0.001
H 1.928 -1.039 5.227 -0.002
H 1.786 -2.320 4.042 -0.002
H 3.774 2.317 -0.005 0.001
H 6.213 2.495 -0.433 0.000
H 7.797 1.162 0.920 0.001
H 6.950 -0.334 2.694 0.000
H 4.513 -0.500 3.112 0.000
C 2.271 0.974 -4.643 0.001
C 0.942 1.145 -5.012 0.002
C -0.053 1.131 -4.047 0.009
C 0.282 0.946 -2.707 0.033
C 1.615 0.767 -2.341 0.003
C 2.607 0.786 -3.310 0.000
P -0.943 0.963 -1.372 0.153
C -2.419 0.152 -2.031 0.019
C -2.282 -1.064 -2.702 0.014
C -3.404 -1.779 -3.084 -0.001
C -4.672 -1.288 -2.797 0.014
C -4.813 -0.082 -2.128 -0.001
C -3.691 0.637 -1.739 0.013
C -1.328 2.639 -0.892 0.042
C -1.770 3.791 -1.546 0.012
C -1.941 4.940 -0.796 -0.013
C -1.679 4.939 0.577 0.020
C -1.242 3.794 1.229 0.054
C -1.067 2.653 0.464 0.429
H 3.044 0.981 -5.400 0.000
H 0.682 1.287 -6.053 0.000
H -1.090 1.253 -4.335 0.001
H 1.866 0.610 -1.299 0.000
H 3.641 0.643 -3.025 0.000
H -1.293 -1.452 -2.921 0.000
H -3.290 -2.725 -3.598 0.000
H -5.549 -1.850 -3.092 0.001
H -5.800 0.301 -1.902 0.000
H -3.802 1.571 -1.203 0.001
H -1.971 3.789 -2.611 0.003
H -2.279 5.850 -1.274 -0.001
H -1.822 5.853 1.142 0.004
H -1.052 3.798 2.294 0.005
Br 1.107 -6.324 -2.228 0.000
C -0.200 -5.268 -1.361 0.000
C -1.493 -5.752 -1.225 -0.001
N -2.461 -5.059 -0.631 0.001
C -2.156 -3.856 -0.151 0.001
C -0.887 -3.298 -0.243 0.006
C 0.119 -4.019 -0.867 0.001
C -0.613 -1.924 0.278 0.010
O -1.535 -1.308 0.882 0.110
O 0.517 -1.406 0.067 0.107
H -1.754 -6.731 -1.609 0.000
H -2.952 -3.294 0.321 0.001
H 1.112 -3.599 -0.956 0.001
```